# 1
A structure of composition C47H56IrN5O4SSe3, computed with the ωB97M-V functional and the def2-TZVPD basis.

Summary:
Relative energy (zero: lowest compared OMol25 entry of this formula, charge and spin)   223.6 kJ/mol
Charge   +1
Kohn-Sham gap (alpha / beta)   5.70 / 5.63 eV
Expectation value of S²   0.843
LUMO energy (alpha / beta)   -2.99 / -3.03 eV
HOMO energy (alpha / beta)   -8.6828 / -8.6560 eV
2S+1   2

CARTESIAN COORDINATES (ANGSTROEM)
1 Ir -1.076 -0.269 0.971
2 Se -2.312 1.431 2.789
3 Se -2.561 -2.087 2.393
4 Se -2.735 3.245 0.331
5 S -2.665 -0.098 -1.877
6 O 8.174 -4.513 -7.271
7 O -3.480 0.561 5.852
8 O -2.992 -0.027 -0.421
9 O -6.859 0.008 3.284
10 N 3.661 -1.606 -3.741
11 N -0.201 -2.403 0.108
12 N -0.046 0.065 -0.969
13 N 3.373 -3.686 -3.015
14 N 0.985 -0.722 5.187
15 C -0.043 0.310 5.397
16 C -4.214 0.992 3.026
17 C 0.921 -1.732 6.248
18 C 1.070 1.719 -2.299
19 C 5.952 -2.404 -5.364
20 C 2.807 0.145 3.105
21 C -0.327 -3.630 0.581
22 C 4.067 -2.853 -3.853
23 C -0.745 6.744 1.405
24 C -3.588 -0.531 4.984
25 C -4.233 0.355 -2.754
26 C 5.109 -3.323 -4.734
27 C 1.331 -4.545 -0.870
28 C 2.472 -2.914 -2.344
29 C 8.470 -5.872 -7.511
30 C 0.712 -2.189 -0.878
31 C 0.669 0.396 1.956
32 C 5.307 -4.681 -4.981
33 C -5.943 -0.281 4.309
34 C 0.844 -0.876 -1.398
35 C -1.844 4.929 0.273
36 C -1.085 6.855 -0.950
37 C 0.393 -4.726 0.132
38 C -1.506 4.817 2.775
39 C 2.669 -1.613 -2.813
40 C 2.458 2.049 1.726
41 C 6.316 -5.116 -5.820
42 C 1.489 -0.264 2.878
43 C -0.591 7.437 0.211
44 C -4.251 -2.048 -2.865
45 C 0.077 1.309 -1.434
46 C -2.837 -1.869 -2.351
47 C -4.532 -0.798 -3.692
48 C -4.373 -1.481 2.782
49 C -1.712 5.618 -0.944
50 C 3.305 1.287 2.514
51 C 1.186 1.591 1.436
52 C 0.050 8.787 0.173
53 C -1.358 5.504 1.457
54 C 7.158 -4.194 -6.438
55 C 6.959 -2.830 -6.195
56 C 1.981 0.777 -2.767
57 C -4.503 -0.318 3.761
58 C -2.240 5.081 -2.240
59 C 0.947 -1.317 3.808
60 C 1.856 -0.541 -2.340
61 C 1.521 -3.259 -1.363
62 H 4.324 1.595 2.698
63 H -0.216 0.870 4.475
64 H 1.813 -2.356 6.239
65 H 2.790 2.996 1.327
66 H -3.978 -1.360 5.584
67 H 3.506 -4.676 -2.892
68 H -3.864 -0.767 -4.559
69 H 5.795 -1.354 -5.176
70 H -1.119 5.436 3.578
71 H -0.689 9.537 -0.103
72 H -2.594 -0.811 4.605
73 H -3.197 1.329 5.336
74 H 2.764 1.029 -3.462
75 H -4.357 -2.965 -3.445
76 H -2.856 5.831 -2.736
77 H 0.263 0.999 6.181
78 H 0.845 8.818 -0.571
79 H 8.704 -6.400 -6.582
80 H 0.839 -1.245 7.218
81 H 6.439 -6.174 -5.988
82 H -0.972 3.864 2.784
83 H -4.080 1.301 -3.267
84 H -0.696 2.001 -1.124
85 H -0.394 7.187 2.325
86 H 3.454 -0.449 3.744
87 H 7.648 -6.379 -8.025
88 H 0.213 -5.695 0.564
89 H 7.622 -2.127 -6.676
90 H -2.848 4.190 -2.079
91 H -0.080 -1.582 3.539
92 H -1.066 -3.776 1.360
93 H -4.872 -2.374 3.165
94 H 1.901 -5.375 -1.260
95 H -4.652 1.844 3.551
96 H -5.560 -0.766 -4.058
97 H 9.348 -5.870 -8.153
98 H -2.098 -2.019 -3.138
99 H 1.568 -2.215 3.811
100 H -0.977 -0.153 5.700
101 H -6.165 -1.261 4.762
102 H 1.116 2.744 -2.630
103 H -4.641 0.957 2.024
104 H -5.985 0.474 5.109
105 H 1.894 -0.241 5.221
106 H 0.468 9.054 1.138
107 H -1.422 4.822 -2.914
108 H -4.949 -2.088 -2.025
109 H -4.995 0.466 -1.986
110 H 4.664 -5.424 -4.536
111 H -0.990 7.384 -1.889
112 H 0.045 -2.359 6.094
113 H -2.556 4.603 2.978
114 H -2.592 -2.484 -1.490
115 H -4.835 -1.215 1.832
116 H -7.741 0.035 3.668
117 H 0.572 2.206 0.793

***

# 2
A cluster of 7 separate species, C47H57F11IN2O19 in total, computed with the ωB97M-V functional and the def2-TZVPD basis.

Summary:
Charge   +1
Kohn-Sham gap   7.56 eV
LUMO energy   -3.66 eV
HOMO energy   -11.2225 eV

CARTESIAN COORDINATES (ANGSTROEM)
1 I 8.947 -2.919 -0.909
2 F 1.549 3.064 -2.154
3 F -0.886 2.088 1.014
4 F -1.008 4.137 1.609
5 F 1.391 3.603 0.843
6 F 0.398 -3.674 3.291
7 F -1.885 3.958 -1.576
8 F -2.996 4.376 0.238
9 F -2.813 2.379 -0.470
10 F 2.264 -5.533 2.074
11 F -0.173 1.836 -1.664
12 F 0.546 4.810 -0.691
13 O 1.389 -5.392 0.057
14 O 4.325 0.933 -4.159
15 O -0.917 10.562 1.740
16 O 5.775 -0.173 -5.454
17 O 4.405 -3.795 1.432
18 O -0.197 8.697 0.715
19 O -6.612 8.628 -1.054
20 O -7.320 -2.299 1.696
21 O -1.166 0.030 3.423
22 O 2.155 -2.359 3.241
23 O 6.313 -2.399 -2.155
24 O -5.894 -3.495 0.414
25 O -4.511 8.418 -1.812
26 O 4.602 -6.920 1.414
27 O -1.158 -2.229 -4.013
28 O 2.088 -7.652 7.005
29 O 0.196 -6.733 7.794
30 O -1.868 -1.401 1.846
31 O -1.287 -2.010 -1.763
32 N 1.553 -3.461 1.289
33 N 2.792 -0.757 -0.738
34 C -0.827 -5.861 7.283
35 C -7.108 -2.946 0.716
36 C 5.294 -4.679 0.675
37 C 3.564 -0.082 -6.237
38 C 2.514 -2.619 0.636
39 C -2.170 3.543 -0.358
40 C -3.453 0.172 2.607
41 C 1.166 -6.908 6.862
42 C 2.192 0.333 -1.523
43 C -2.524 8.897 1.004
44 C 5.569 1.125 -0.649
45 C 3.892 -2.786 0.738
46 C 0.494 -1.482 -0.190
47 C 5.756 -0.809 -6.748
48 C 6.865 -2.347 -1.100
49 C 0.891 2.478 -1.132
50 C -1.632 -2.569 -2.964
51 C -5.383 10.623 -1.273
52 C 1.992 -1.617 -0.099
53 C 1.738 -4.866 1.073
54 C 5.699 -6.660 -0.687
55 C 4.118 -0.855 -0.631
56 C -6.588 10.879 -0.374
57 C -0.806 7.565 0.071
58 C -7.429 -4.388 -1.134
59 C 6.202 -1.917 0.208
60 C -2.186 7.445 0.698
61 C -5.956 -4.110 -0.887
62 C 4.698 -6.040 0.321
63 C 4.550 0.289 -5.151
64 C 1.414 -3.120 2.674
65 C -0.154 -5.067 6.175
66 C -1.156 9.510 1.228
67 C -0.890 3.349 0.550
68 C 0.864 -6.065 5.637
69 C 0.462 3.608 -0.145
70 C 0.081 -2.258 -1.446
71 C -7.498 9.714 -0.725
72 C 4.692 -1.849 0.099
73 C -4.180 -0.959 1.882
74 C 5.004 0.116 -1.333
75 C -2.044 -0.370 2.718
76 C -8.101 -3.242 -0.389
77 C -3.070 -1.580 1.061
78 C -5.401 9.113 -1.413
79 C 4.304 -1.192 -6.978
80 C 1.840 1.465 -0.522
81 H 5.415 -7.685 -0.903
82 H 0.013 -1.902 0.684
83 H -2.404 -3.355 -2.959
84 H -2.995 9.390 0.153
85 H -5.507 11.069 -2.261
86 H 6.418 -1.672 -6.736
87 H -7.708 -5.338 -0.675
88 H -1.653 -6.473 6.914
89 H -7.685 -4.440 -2.191
90 H -3.871 0.365 3.590
91 H 6.122 -0.096 -7.489
92 H 4.042 -1.274 -8.030
93 H 1.765 -5.577 5.273
94 H 2.782 1.975 -0.318
95 H 5.039 -6.570 2.195
96 H -8.135 9.419 0.106
97 H 0.293 -3.324 -1.304
98 H -3.142 8.995 1.893
99 H -8.205 -2.354 -1.014
100 H -1.194 -5.225 8.086
101 H 0.366 -4.207 6.601
102 H 5.029 1.783 0.028
103 H -2.910 6.950 0.054
104 H -3.432 1.089 2.016
105 H -4.455 10.960 -0.820
106 H -5.023 -0.628 1.281
107 H 0.674 -1.937 -2.311
108 H -5.361 -5.021 -0.882
109 H 6.729 -6.551 -0.341
110 H 5.629 -6.054 -1.599
111 H 2.626 -0.427 -5.809
112 H 6.644 1.268 -0.748
113 H 3.762 -5.950 -0.233
114 H 0.440 -6.707 4.863
115 H 6.559 -0.941 0.531
116 H 0.170 -0.446 -0.256
117 H 1.330 -0.002 -2.092
118 H -0.198 6.685 0.242
119 H 5.221 0.000 -2.399
120 H -8.126 9.923 -1.594
121 H 5.646 -4.241 -0.256
122 H 1.471 1.086 0.432
123 H 6.139 -4.887 1.337
124 H -0.855 7.760 -1.003
125 H 2.906 0.764 -2.224
126 H -2.932 -1.079 0.100
127 H -9.063 -3.531 0.024
128 H -5.536 -3.415 -1.619
129 H -7.055 11.850 -0.524
130 H -0.853 -4.699 5.426
131 H 4.093 -2.152 -6.504
132 H 6.479 -2.624 0.990
133 H -4.551 -1.683 2.608
134 H -6.285 10.812 0.673
135 H -2.123 6.879 1.630
136 H 3.393 0.791 -6.869
137 H -3.234 -2.641 0.885

***

# 3
A cluster of 9 separate species, C47H57F4N11O4P in total, computed with the ωB97M-V functional and the def2-TZVPD basis.

Summary:
Relative energy (zero: lowest compared OMol25 entry of this formula, charge and spin)   0.0 kJ/mol
Charge   +1
Kohn-Sham gap   8.18 eV
LUMO energy   -2.42 eV
HOMO energy   -10.5922 eV

CARTESIAN COORDINATES (ANGSTROEM)
1 P 2.612 4.341 0.375
2 F 4.945 1.552 -1.353
3 F 3.328 0.291 -2.026
4 F 4.354 -0.148 -0.170
5 F 1.279 3.975 3.234
6 O 2.006 4.063 -1.052
7 O -1.398 1.822 1.585
8 O 4.193 4.175 0.366
9 O 2.965 1.595 -0.338
10 N 0.785 -4.302 -4.579
11 N 0.452 6.923 -1.698
12 N 2.154 5.629 1.069
13 N -6.285 2.974 -2.765
14 N -1.041 -7.578 -2.115
15 N 2.189 2.879 1.397
16 N 2.024 -0.995 4.473
17 N 0.479 -0.228 0.323
18 N -5.188 -5.218 -1.571
19 N 6.152 -1.261 5.049
20 N -5.972 -0.040 2.429
21 C -6.550 0.266 0.124
22 C -1.438 -6.975 0.170
23 C 1.966 -2.427 -3.675
24 C -0.054 -3.450 -5.164
25 C 3.065 -1.814 4.332
26 C -0.485 -6.381 -2.302
27 C -4.790 4.094 -4.264
28 C -0.511 6.842 -2.613
29 C -6.387 -5.968 -3.505
30 C 1.060 -1.363 5.321
31 C -0.031 1.590 1.955
32 C -6.328 -5.467 -2.213
33 C -6.869 3.256 -5.071
34 C 1.584 7.518 -2.061
35 C 8.753 -1.373 6.038
36 C -5.197 -6.220 -4.170
37 C -5.349 0.911 -0.118
38 C 0.054 -2.071 -5.054
39 C -6.814 -0.188 1.408
40 C -7.126 2.810 -3.783
41 C 1.090 -2.539 6.048
42 C 1.819 8.044 -3.321
43 C 2.431 3.331 2.859
44 C 1.086 -1.551 -4.290
45 C 0.809 7.945 -4.266
46 C -0.370 -5.430 -1.297
47 C -4.463 1.074 0.936
48 C -4.824 0.581 2.181
49 C -4.003 -5.964 -3.517
50 C 1.775 -3.789 -3.853
51 C 0.285 0.111 1.740
52 C 2.781 2.220 3.822
53 C -5.141 3.606 -3.015
54 C -4.054 -5.468 -2.222
55 C 2.181 -3.383 5.889
56 C -5.674 3.913 -5.315
57 C -1.504 -7.857 -0.900
58 C 3.892 0.818 -0.976
59 C 7.202 -1.331 4.233
60 C 7.671 -1.300 6.901
61 C 3.106 1.738 1.054
62 C 8.515 -1.390 4.673
63 C 6.396 -1.248 6.358
64 C 3.189 -3.014 5.016
65 C -0.380 7.332 -3.905
66 C -0.856 -5.736 -0.035
67 C 0.730 2.589 1.060
68 H 0.705 2.278 0.017
69 H 3.840 -1.492 3.648
70 H 9.763 -1.418 6.422
71 H -1.196 7.239 -4.607
72 H -7.343 -6.155 -3.975
73 H -5.119 1.282 -1.107
74 H 5.524 -1.196 7.002
75 H -1.432 6.368 -2.294
76 H 0.104 1.834 3.012
77 H 4.060 -3.635 4.865
78 H -0.788 -5.019 0.775
79 H 2.398 1.234 3.570
80 H -4.156 0.686 3.033
81 H -0.197 0.288 -0.235
82 H -3.846 4.603 -4.407
83 H -0.852 -3.896 -5.747
84 H 0.219 3.551 1.133
85 H 7.809 -1.286 7.973
86 H -7.591 3.093 -5.859
87 H 2.785 -2.065 -3.068
88 H -1.884 2.115 2.362
89 H 0.223 -1.198 0.176
90 H 2.346 7.585 -1.288
91 H 0.944 8.342 -5.263
92 H -8.053 2.296 -3.553
93 H 0.281 -2.786 6.721
94 H 2.565 4.528 -1.699
95 H 0.090 -4.472 -1.507
96 H -7.238 -5.257 -1.662
97 H 2.334 2.488 4.780
98 H 2.440 -4.507 -3.385
99 H -0.542 -0.461 2.179
100 H -0.120 -6.177 -3.301
101 H 6.979 -1.346 3.170
102 H 4.535 5.087 0.414
103 H 4.127 2.017 1.323
104 H -5.202 -6.612 -5.179
105 H 1.164 -0.171 2.316
106 H -4.474 3.730 -2.167
107 H -5.438 4.278 -6.306
108 H -3.050 -6.149 -3.992
109 H 2.762 8.519 -3.551
110 H 1.472 6.164 0.533
111 H 3.861 2.144 3.959
112 H -1.836 -7.257 1.135
113 H -7.272 0.118 -0.667
114 H -0.657 -1.428 -5.553
115 H 9.328 -1.450 3.963
116 H 3.232 4.074 2.804
117 H 2.801 0.839 1.580
118 H 2.241 -4.312 6.440
119 H -1.952 -8.837 -0.779
120 H -3.141 -5.262 -1.675
121 H 0.223 -0.678 5.420
122 H -3.514 1.573 0.800
123 H 1.203 -0.480 -4.176
124 H -7.745 -0.696 1.633

***

# 4
A cluster of 3 separate species, C47H57N5O9P in total, computed with the ωB97M-V functional and the def2-TZVPD basis.

Summary:
Charge   +1
Kohn-Sham gap   7.90 eV
LUMO energy   -2.86 eV
HOMO energy   -10.7690 eV

CARTESIAN COORDINATES (ANGSTROEM)
1 P -1.889 5.027 -0.779
2 O -3.020 6.357 -0.732
3 O -8.159 1.008 0.748
4 O -1.294 4.813 0.877
5 O 2.199 -0.088 7.664
6 O 3.510 -2.767 -1.111
7 O -0.918 1.668 2.350
8 O -0.247 7.119 -3.036
9 O -0.873 -3.803 5.368
10 O 5.003 -7.454 -3.187
11 N -5.589 1.973 -2.247
12 N 0.989 1.563 0.692
13 N -3.745 3.586 -2.439
14 N -1.721 -0.582 -3.586
15 N -3.016 1.366 -2.550
16 C 1.134 -3.319 6.488
17 C 0.952 3.339 2.811
18 C 3.182 -2.706 7.619
19 C 7.031 -2.887 -3.379
20 C 4.676 -6.384 -2.688
21 C -0.153 -2.946 5.868
22 C 5.491 -5.173 -2.912
23 C 1.218 -6.150 -0.192
24 C 2.491 1.544 0.836
25 C -0.186 3.909 -3.595
26 C 1.969 -5.002 -0.449
27 C 3.466 -6.290 -1.847
28 C -7.669 -0.148 -0.072
29 C -7.647 0.399 -1.639
30 C 6.673 -5.261 -3.660
31 C -6.100 0.560 -2.153
32 C 1.945 -2.346 7.070
33 C -1.804 2.217 -2.104
34 C 0.537 2.223 -0.609
35 C 2.700 -7.437 -1.603
36 C -1.212 -1.932 -3.147
37 C -1.746 -1.152 5.210
38 C -0.559 -1.527 5.852
39 C 1.545 -4.658 6.477
40 C 3.205 0.283 0.001
41 C -1.023 5.126 -4.367
42 C -0.221 6.554 -4.405
43 C 3.870 -3.848 -1.563
44 C -1.178 2.609 -3.590
45 C -0.183 0.779 6.484
46 C 1.157 7.331 -2.650
47 C -4.255 2.127 -2.425
48 C 5.091 -3.946 -2.387
49 C 7.442 -4.118 -3.888
50 C -2.872 -0.091 -2.682
51 C -2.145 0.185 5.205
52 C -2.650 3.409 -1.364
53 C 0.280 2.131 1.901
54 C 1.577 -7.364 -0.776
55 C -0.791 1.415 -1.103
56 C 2.776 -5.015 7.030
57 C -1.369 1.148 5.849
58 C 3.092 -5.071 -1.283
59 C 1.508 -0.936 7.113
60 C 3.597 -4.039 7.594
61 C 0.229 -0.560 6.476
62 C 5.857 -2.798 -2.629
63 H -1.685 2.189 5.853
64 H -6.020 0.034 -3.216
65 H -6.614 -0.465 0.330
66 H -2.065 2.804 -4.327
67 H 0.844 6.511 -4.889
68 H -8.396 -1.090 0.015
69 H 0.912 -5.425 6.034
70 H -0.864 7.295 -5.084
71 H 8.362 -4.189 -4.464
72 H -3.369 6.378 0.228
73 H -1.374 -2.684 -4.055
74 H 3.928 -0.357 0.703
75 H 0.421 1.537 6.981
76 H -0.064 -1.799 -2.894
77 H -5.393 -0.045 -1.435
78 H 0.350 -6.095 0.462
79 H -8.123 -0.484 -2.284
80 H 0.986 -8.257 -0.584
81 H 2.418 -0.472 -0.437
82 H 1.481 8.378 -3.114
83 H 2.713 1.296 1.982
84 H 3.889 0.756 -0.824
85 H -3.064 0.475 4.699
86 H 1.752 3.904 2.171
87 H 0.743 3.677 -4.302
88 H -2.121 -0.702 -4.561
89 H 4.560 -4.316 8.017
90 H -2.706 -0.553 -1.593
91 H 1.188 7.348 -1.465
92 H -3.815 -0.649 -3.112
93 H 0.241 4.227 -2.554
94 H 1.889 6.464 -2.975
95 H -2.097 5.213 -3.906
96 H -0.545 1.718 -4.071
97 H 2.977 -8.389 -2.051
98 H -3.096 2.880 -0.413
99 H 3.828 -1.951 8.065
100 H 1.680 -4.056 0.007
101 H -0.439 5.344 0.975
102 H -1.750 -2.404 -2.224
103 H 7.626 -1.995 -3.562
104 H 1.396 1.988 -1.399
105 H 1.491 2.811 3.716
106 H 5.545 -1.834 -2.231
107 H 0.092 4.011 3.236
108 H -9.000 0.649 1.199
109 H -4.468 4.226 -2.006
110 H -8.321 1.350 -1.784
111 H -6.278 2.756 -2.157
112 H 3.096 -6.055 7.017
113 H 2.987 2.579 0.604
114 H -0.388 0.377 -1.535
115 H -1.161 4.747 -5.486
116 H -2.359 -1.899 4.709
117 H 6.999 -6.218 -4.063
118 H 0.451 3.383 -0.555
119 H -1.429 1.112 -0.147

***

What maximum force values result from the calculations? In sequence: 3.08; 2.98; 2.17; 8.43 eV/A.